No. 1
{"formula": "C26H24N3O2", "method": "ωB97M-V with the def2-TZVPD basis set", "e_tot_ev": -35918.0842, "total_charge": -1, "gap_ev": 4.895, "fmax_ev_per_a": 3.0, "elements": ["C", "H", "H", "C", "C", "N", "H", "C", "H", "H", "C", "H", "C", "H", "O", "H", "H", "C", "N", "C", "O", "H", "H", "H", "C", "C", "C", "C", "C", "C", "C", "H", "H", "C", "H", "C", "H", "C", "H", "H", "C", "C", "C", "H", "H", "C", "C", "H", "C", "C", "H", "H", "C", "H", "N"], "xyz": [[-3.68, 0.96, 1.15], [-0.36, -1.57, 2.65], [0.59, 5.69, 2.76], [-4.66, 1.68, 0.48], [1.18, -2.99, -0.95], [2.19, -2.23, -3.01], [2.87, -1.59, -4.86], [1.55, -4.41, -1.24], [0.21, 0.68, -0.14], [0.26, -3.48, 0.93], [1.51, -1.96, -1.87], [-0.49, 3.26, 2.36], [2.41, 1.84, 2.33], [-6.51, 2.58, 3.22], [-2.26, -0.33, 4.14], [2.37, -5.61, -2.83], [0.56, 1.18, -2.54], [2.77, -3.54, -3.24], [2.80, 3.14, 2.57], [1.67, 3.88, 2.59], [-2.25, 0.20, -0.64], [3.10, 1.00, 2.27], [-4.70, 1.25, 4.38], [3.68, -0.81, -3.48], [2.71, -1.17, -3.85], [-2.53, 0.00, 2.99], [1.42, 0.50, -2.50], [-1.76, -0.31, 1.74], [0.45, -0.35, -0.38], [0.56, 2.98, 2.37], [1.74, 0.00, -3.91], [0.94, -4.67, -3.29], [2.19, 0.81, -4.49], [1.12, -0.62, -1.56], [2.93, -3.66, -4.32], [-4.71, 1.39, 3.30], [2.20, 5.88, 2.03], [0.12, -1.36, 0.53], [3.76, -3.62, -2.74], [0.82, -0.31, -4.41], [-3.70, 0.81, 2.54], [-5.69, 2.27, 1.24], [-0.65, -1.07, 1.72], [-4.60, 1.77, -0.60], [0.73, -5.07, -0.93], [1.63, 5.34, 2.80], [-2.50, 0.26, 0.56], [2.42, -4.69, -0.63], [0.52, -2.68, 0.23], [1.87, -4.65, -2.71], [2.05, 5.62, 3.78], [2.27, 1.08, -2.12], [-5.71, 2.12, 2.64], [-6.47, 2.84, 0.74], [1.05, 1.73, 2.18]]}


No. 2
{"formula": "BrCrH6O3", "method": "ωB97M-V with the def2-TZVPD basis set", "multiplicity": 5, "e_tot_ev": -104693.8369, "total_charge": 1, "gap_ev": [4.948, 6.502], "fmax_ev_per_a": 2.4, "s2": 6.148, "elements": ["Br", "H", "H", "O", "Cr", "H", "O", "H", "H", "H", "O"], "xyz": [[0.28, 1.24, 0.63], [-2.88, 0.03, -1.86], [-0.34, -1.64, -2.18], [2.54, -0.15, 2.63], [0.14, 3.80, 0.72], [-2.25, 0.08, -0.49], [0.48, -1.22, -1.91], [3.02, -0.98, 2.56], [1.78, -0.26, 2.06], [0.23, -0.63, -1.20], [-3.00, -0.27, -0.96]]}


No. 3
{"formula": "C37H36FN3O8Pd", "method": "ωB97M-V with the def2-TZVPD basis set", "multiplicity": 5, "e_tot_ev": -65994.5552, "total_charge": 0, "gap_ev": [7.451, 7.149], "fmax_ev_per_a": 2.7, "s2": 6.048, "elements": ["O", "C", "H", "H", "C", "H", "O", "H", "C", "C", "H", "C", "C", "H", "H", "C", "H", "H", "C", "C", "O", "H", "H", "C", "C", "C", "O", "H", "O", "H", "H", "N", "H", "H", "C", "H", "C", "H", "C", "C", "H", "C", "C", "N", "C", "H", "C", "C", "C", "H", "H", "H", "C", "C", "H", "O", "F", "H", "H", "H", "H", "H", "C", "O", "C", "C", "N", "C", "C", "H", "C", "C", "C", "C", "C", "H", "C", "C", "H", "C", "H", "O", "H", "Pd", "H", "H"], "xyz": [[2.59, 2.23, 4.29], [-1.59, 3.08, 1.59], [-3.18, 4.28, 2.12], [-2.12, 0.74, -2.07], [-3.22, -0.95, -4.70], [3.77, -3.22, 0.11], [-0.60, 8.23, 9.35], [-4.18, -3.25, -1.77], [-3.91, 2.84, -2.82], [-1.07, 8.12, 8.32], [4.40, -1.81, -1.59], [0.48, -3.92, 0.33], [0.85, -2.40, 4.20], [-1.76, -0.17, 3.65], [-0.60, -1.93, 5.77], [-2.24, -3.30, 0.76], [-4.53, 3.70, -2.53], [-3.28, -0.19, -6.69], [4.96, 1.58, -1.15], [-0.52, -0.23, -4.71], [2.47, 1.12, 2.34], [-3.12, -2.80, 1.09], [-1.86, -3.82, 1.65], [-1.29, -0.05, -5.87], [1.25, -1.15, 3.36], [4.64, -0.76, -1.76], [-3.84, 1.87, -1.75], [1.59, -2.52, 5.04], [-1.54, 7.95, 7.30], [2.27, -5.11, 0.24], [0.31, -1.73, -2.27], [-0.39, -0.99, -2.35], [0.45, 0.21, -4.63], [-4.29, -1.20, -4.78], [0.12, 0.41, 4.62], [-1.09, 3.38, 2.48], [0.83, -1.57, -0.06], [-0.06, -4.88, 0.53], [-4.10, -2.55, -2.59], [-3.07, 2.31, -0.64], [2.78, -0.87, -0.26], [-0.62, -2.02, 4.64], [2.19, -1.78, -0.04], [0.27, -0.25, -0.24], [5.11, -0.47, -3.05], [-4.81, -1.75, -2.48], [4.63, 0.19, -0.81], [4.93, 2.60, -0.12], [2.33, 1.27, 3.61], [-2.92, 3.22, -3.00], [5.61, 1.07, -4.43], [-4.58, 3.60, 0.06], [5.26, 1.83, -2.48], [-2.84, 3.65, 1.32], [-4.26, -3.03, -3.56], [-2.79, -2.04, -2.54], [5.26, -1.47, -3.96], [-0.78, 0.22, -6.78], [5.49, 2.82, -2.86], [4.64, 2.38, 0.92], [2.12, -0.19, 5.11], [-4.32, 2.35, -3.75], [5.35, 0.82, -3.44], [-0.01, -0.79, 2.71], [-0.50, -0.14, -1.29], [-1.09, -0.83, -3.58], [-1.41, 0.86, -1.37], [-0.07, -2.63, 0.20], [-2.62, -0.31, -5.81], [0.95, -3.25, 3.55], [-1.83, 1.75, -0.36], [-1.06, 2.08, 0.75], [-3.59, 3.22, 0.23], [1.49, 0.09, 4.24], [-0.77, -0.57, 3.92], [-1.38, -2.72, 4.22], [-2.41, -1.29, -3.61], [2.73, -3.05, 0.09], [4.38, 0.00, 0.21], [1.87, -4.08, 0.26], [-0.19, 1.05, 5.42], [-1.36, -2.35, 0.32], [-2.49, -4.04, -0.04], [0.60, 1.06, 1.32], [5.23, 3.65, -0.26], [1.97, -1.39, 2.58]]}


No. 4
{"formula": "C2H7N3S2", "method": "ωB97M-V with the def2-TZVPD basis set", "e_tot_ev": -28327.5044, "total_charge": 0, "gap_ev": 9.298, "fmax_ev_per_a": 1.3, "elements": ["H", "S", "H", "H", "N", "H", "H", "H", "H", "S", "C", "N", "C", "N"], "xyz": [[-1.94, 1.55, 0.62], [3.31, 0.08, 0.01], [-0.29, -1.76, 0.21], [1.49, 1.33, -1.19], [0.55, 1.09, -0.87], [3.91, -0.52, -1.04], [1.75, -1.48, 0.65], [-2.55, 0.19, 1.61], [-3.62, 0.97, 0.41], [-1.99, -0.51, -0.66], [0.64, -0.06, -0.34], [1.82, -0.72, 0.02], [-2.60, 0.68, 0.64], [-0.46, -0.83, -0.07]]}


No. 5
{"formula": "C27H72O9", "method": "ωB97M-V with the def2-TZVPD basis set", "e_tot_ev": -47590.8163, "total_charge": 0, "gap_ev": 10.159, "fmax_ev_per_a": 3.2, "elements": ["H", "H", "C", "C", "H", "H", "H", "H", "H", "C", "H", "H", "H", "C", "H", "H", "H", "H", "H", "H", "H", "C", "C", "H", "H", "C", "O", "H", "H", "O", "H", "H", "H", "H", "C", "H", "O", "H", "C", "C", "H", "H", "O", "H", "H", "C", "C", "C", "C", "H", "H", "H", "H", "H", "O", "H", "O", "H", "C", "C", "H", "C", "H", "H", "H", "H", "H", "H", "C", "C", "C", "H", "C", "H", "C", "H", "C", "H", "H", "H", "C", "C", "H", "H", "H", "H", "H", "C", "H", "H", "H", "H", "H", "H", "O", "H", "H", "H", "O", "H", "H", "H", "C", "H", "H", "H", "O", "H"], "xyz": [[-5.34, 2.01, -3.82], [1.21, 0.60, 1.94], [1.53, 0.62, 0.90], [5.14, 0.20, 10.21], [-0.53, 0.83, 0.28], [1.68, -9.16, -0.31], [-9.15, -3.53, 1.34], [-9.00, -5.09, 2.06], [5.89, 1.59, -3.99], [0.24, -7.75, -0.92], [-0.26, -7.65, 0.05], [6.73, 0.35, -3.07], [0.93, 7.49, -2.09], [-0.67, -7.42, -2.09], [-7.75, -3.65, -1.17], [5.94, 0.26, 8.23], [-1.74, 2.58, -10.25], [-6.88, -5.15, -1.14], [4.40, 9.79, -3.27], [3.84, 9.99, -1.67], [4.50, 8.44, -2.11], [0.63, 0.29, -9.03], [0.64, 0.55, -1.39], [-2.45, -4.50, 9.49], [1.72, 0.27, -9.04], [-8.43, -4.19, 1.83], [0.70, 2.67, -8.98], [-0.91, -1.08, 0.35], [-0.41, -2.06, 9.29], [-6.44, -3.28, 0.98], [7.20, 0.76, -4.75], [4.22, 0.42, 8.25], [6.57, 1.88, 10.36], [-8.17, -3.67, 2.75], [-6.47, 2.70, -2.05], [1.28, -9.31, -2.01], [3.93, -0.10, 10.78], [6.08, 3.28, -2.36], [-7.26, -4.43, 0.89], [-1.38, -4.65, 9.31], [-1.28, -6.54, -1.90], [-6.54, 4.37, -3.47], [-7.39, 2.19, -1.17], [0.95, 9.33, -3.78], [8.72, 1.96, -3.08], [0.35, 0.24, 0.03], [-1.89, -3.68, 7.00], [-5.93, 1.64, -2.99], [-7.16, 3.82, -2.76], [-6.98, -2.49, 0.94], [-6.74, -5.35, 1.14], [8.21, 4.09, -3.82], [-7.48, 4.63, -2.10], [-6.71, 1.13, -3.55], [1.63, 9.70, -3.21], [4.95, -1.20, 8.51], [0.04, -1.11, 0.25], [-8.14, 1.93, -1.72], [-1.07, -3.61, 8.31], [-7.67, -4.59, -0.63], [4.91, 2.30, 9.88], [5.04, -0.13, 8.71], [-1.82, 0.87, -10.15], [0.50, 1.73, -10.73], [4.02, 0.40, 11.60], [0.16, -9.94, -0.70], [-0.23, 0.43, -2.04], [-1.80, -4.60, 6.42], [6.86, 1.15, -3.79], [0.85, -9.16, -1.02], [1.83, 7.98, -1.70], [2.38, -0.04, 0.76], [7.72, 2.32, -3.27], [-0.92, -4.45, 10.28], [-1.42, 1.74, -9.63], [-1.31, -8.30, -2.15], [5.51, 1.68, 10.54], [6.97, 2.23, -1.24], [-1.59, -2.88, 6.33], [0.74, -5.94, -0.82], [2.52, 8.70, -2.89], [0.13, 1.59, -9.71], [-1.82, 1.83, -8.62], [5.34, 1.97, 11.58], [1.85, 1.66, 0.81], [2.51, 7.24, -1.27], [1.65, 2.67, -9.16], [7.08, 2.94, -2.06], [-5.64, 3.22, -1.56], [1.43, -0.07, -1.80], [7.68, 3.80, -1.76], [0.21, -0.55, -9.57], [2.67, 8.00, -3.72], [0.42, 0.20, -7.96], [1.19, -6.79, -0.88], [1.57, 8.70, -0.93], [0.00, -3.72, 8.12], [-5.37, 0.89, -2.43], [7.90, 3.30, -4.27], [-8.64, -5.07, -0.78], [-0.06, -7.30, -2.98], [0.92, 1.60, -1.48], [3.88, 9.26, -2.48], [-2.93, -3.60, 7.32], [-8.02, 3.37, -3.25], [5.77, -0.56, 10.68], [-1.26, -2.32, 8.93], [-1.01, -5.64, 9.03]]}